Arrangement w

{"formula": "C5H8O2", "method": "ωB97M-V with the def2-TZVPD basis set", "species": ["C", "C", "C", "C", "O", "C", "O", "H", "H", "H", "H", "H", "H", "H", "H"], "coordinates": [[-1.656, 0.612, -0.851], [-0.324, 0.000, -0.510], [1.142, 0.160, -0.817], [0.670, 0.107, 0.611], [0.848, 1.117, 1.533], [0.246, -1.298, 0.953], [-0.573, -1.382, -0.221], [-1.970, 0.386, -1.864], [-1.478, 1.663, -0.760], [-2.481, 0.333, -0.189], [1.692, -0.662, -1.275], [1.446, 1.150, -1.123], [1.796, 1.224, 1.677], [0.997, -2.087, 0.974], [-0.355, -1.323, 1.864]], "mulliken_charge": [-1.319, 0.820, -0.823, 0.374, -0.515, -0.463, -0.440, 0.318, 0.366, 0.297, 0.233, 0.289, 0.346, 0.259, 0.259], "homo_lumo_gap_ev": 9.90}


Arrangement x

{"formula": "C5H8O2", "method": "ωB97M-V with the def2-TZVPD basis set", "species": ["O", "C", "C", "C", "C", "C", "O", "H", "H", "H", "H", "H", "H", "H", "H"], "coordinates": [[2.515, 1.717, 1.160], [1.670, 1.092, 0.583], [0.450, 0.459, 1.190], [0.041, -0.833, 0.435], [-1.175, -0.777, -0.554], [-0.924, 0.178, -1.697], [-0.519, 1.288, -1.500], [1.839, 0.727, -0.452], [-0.434, 1.089, 1.044], [0.631, 0.298, 2.252], [-0.328, -1.515, 1.199], [0.868, -1.331, -0.076], [-2.058, -0.454, -0.004], [-1.261, -1.809, -0.894], [-1.316, -0.130, -2.687]], "mulliken_charge": [-0.493, 0.004, -0.460, -0.847, -0.581, 0.019, -0.441, 0.307, 0.304, 0.380, 0.299, 0.500, 0.335, 0.317, 0.355], "homo_lumo_gap_ev": 10.20, "smiles": "O=CCCCC=O"}


Short version: arrangement w is the least stable of them.


Arrangement w

{"formula": "C5H8O2", "method": "ωB97M-V with the def2-TZVPD basis set", "species": ["C", "C", "O", "C", "C", "O", "C", "H", "H", "H", "H", "H", "H", "H", "H"], "coordinates": [[1.443, 0.619, -0.384], [0.336, -0.121, 0.345], [0.826, -0.641, 1.568], [-1.011, 0.674, 0.491], [-1.682, -0.355, -0.417], [-0.943, -0.425, -1.636], [-0.458, -1.149, -0.507], [1.154, 0.876, -1.408], [1.675, 1.536, 0.172], [2.337, -0.016, -0.405], [1.779, -0.459, 1.598], [-1.394, 0.625, 1.515], [-1.020, 1.709, 0.133], [-2.726, -0.653, -0.473], [-0.317, -2.221, -0.592]], "mulliken_charge": [-1.707, 1.604, -0.582, -1.138, -0.070, -0.449, -0.694, 0.373, 0.415, 0.450, 0.338, 0.313, 0.293, 0.417, 0.438], "homo_lumo_gap_ev": 10.74, "smiles": "C[C@@]1(O)C[C@H]2O[C@H]21"}


Arrangement x

{"formula": "C5H8O2", "method": "ωB97M-V with the def2-TZVPD basis set", "species": ["O", "C", "C", "C", "O", "C", "C", "H", "H", "H", "H", "H", "H", "H", "H"], "coordinates": [[-2.612, 0.233, -0.393], [-1.463, -0.155, 0.354], [-0.157, -0.644, -0.336], [1.303, -1.118, -0.066], [1.896, 0.201, -0.146], [0.917, 1.225, -0.247], [-0.188, 0.562, 0.522], [-3.194, -0.615, -0.495], [-1.897, -0.654, 1.287], [-0.314, -0.278, -1.410], [1.434, -1.345, 0.931], [1.894, -1.796, -0.731], [1.532, 2.037, 0.249], [0.679, 1.705, -1.161], [0.170, 0.640, 1.643]], "mulliken_charge": [-0.507, 0.016, 0.118, -0.490, -0.394, -0.663, -0.136, 0.360, 0.293, 0.165, 0.273, 0.227, 0.281, 0.283, 0.174], "homo_lumo_gap_ev": 9.99, "smiles": "OC1[C@@H]2COC[C@@H]12"}


Arrangement y

{"formula": "C5H8O2", "method": "ωB97M-V with the def2-TZVPD basis set", "species": ["C", "C", "C", "C", "O", "C", "O", "H", "H", "H", "H", "H", "H", "H", "H"], "coordinates": [[2.099, -0.881, -0.091], [0.792, -0.758, 0.042], [-0.418, -1.379, 0.612], [-0.520, -0.129, -0.231], [-1.109, -0.272, -1.487], [-0.912, 1.170, 0.436], [-0.706, 2.260, -0.451], [2.615, -1.707, 0.394], [2.704, -0.199, -0.685], [-0.768, -2.299, 0.147], [-0.614, -1.299, 1.681], [-1.049, 0.608, -1.892], [-0.373, 1.304, 1.384], [-1.987, 1.155, 0.640], [0.245, 2.425, -0.500]], "mulliken_charge": [-0.710, 0.049, -0.764, 0.848, -0.586, -0.596, -0.547, 0.238, 0.242, 0.263, 0.231, 0.393, 0.347, 0.271, 0.321], "homo_lumo_gap_ev": 10.40, "smiles": "C=C1C[C@@]1(O)CO"}


Short version: arrangement x is the least stable of them.


Arrangement w

{"formula": "C5H8O2", "method": "ωB97M-V with the def2-TZVPD basis set", "species": ["C", "C", "C", "O", "C", "C", "O", "H", "H", "H", "H", "H", "H", "H", "H"], "coordinates": [[1.775, -0.614, -1.194], [1.220, 0.607, -0.520], [0.151, 0.683, 0.273], [-0.187, 1.878, 0.849], [-0.695, -0.489, 0.709], [-2.185, -0.260, 0.659], [-2.717, 0.826, 0.568], [2.716, -0.942, -0.734], [1.989, -0.398, -2.246], [1.085, -1.464, -1.174], [1.752, 1.543, -0.683], [-1.159, 1.931, 0.842], [-0.466, -1.398, 0.144], [-0.471, -0.730, 1.762], [-2.809, -1.173, 0.744]], "mulliken_charge": [-1.111, -0.285, 0.483, -0.583, -0.565, 0.175, -0.532, 0.252, 0.315, 0.294, 0.377, 0.377, 0.198, 0.266, 0.339], "homo_lumo_gap_ev": 9.43, "smiles": "C/C=C(/O)CC=O"}


Arrangement x

{"formula": "C5H8O2", "method": "ωB97M-V with the def2-TZVPD basis set", "species": ["O", "C", "C", "O", "C", "C", "C", "H", "H", "H", "H", "H", "H", "H", "H"], "coordinates": [[-2.198, 1.277, -1.091], [-0.990, 0.554, -1.202], [-0.121, 0.755, 0.021], [-0.640, 0.068, 1.194], [0.644, -0.507, 1.424], [1.024, -1.433, 0.322], [1.224, 0.056, 0.160], [-2.642, 0.958, -0.294], [-1.179, -0.518, -1.361], [-0.474, 0.940, -2.086], [-0.053, 1.828, 0.240], [1.021, -0.533, 2.441], [0.246, -1.962, -0.224], [1.945, -1.991, 0.473], [2.193, 0.510, -0.017]], "mulliken_charge": [-0.517, -0.519, 0.191, -0.430, -0.052, -0.669, -0.325, 0.329, 0.236, 0.289, 0.305, 0.383, 0.163, 0.260, 0.356], "homo_lumo_gap_ev": 10.61}


Arrangement y

{"formula": "C5H8O2", "method": "ωB97M-V with the def2-TZVPD basis set", "species": ["O", "C", "C", "C", "O", "C", "C", "H", "H", "H", "H", "H", "H", "H", "H"], "coordinates": [[2.137, -0.223, -0.452], [1.698, -0.968, 0.559], [-0.155, 1.514, 0.109], [-0.689, 0.100, 0.236], [-1.836, -0.003, 1.036], [-0.543, -0.893, -0.856], [0.233, -1.097, 0.446], [3.095, -0.142, -0.343], [0.435, 1.798, 0.986], [-1.002, 2.205, 0.039], [0.464, 1.639, -0.781], [-2.569, 0.374, 0.532], [-1.360, -1.585, -1.033], [0.051, -0.619, -1.723], [-0.198, -1.816, 1.136]], "mulliken_charge": [-0.282, -0.853, -1.344, 1.025, -0.532, -1.025, 0.253, 0.409, 0.256, 0.418, 0.310, 0.375, 0.282, 0.259, 0.450], "homo_lumo_gap_ev": 9.05}


Short version: arrangement y is the least stable of them.


Arrangement w

{"formula": "C5H8O2", "method": "ωB97M-V with the def2-TZVPD basis set", "species": ["C", "C", "C", "C", "C", "O", "O", "H", "H", "H", "H", "H", "H", "H", "H"], "coordinates": [[-0.163, -1.419, 0.758], [-0.107, 0.181, 0.209], [1.226, 0.789, 0.635], [-0.134, -0.422, -1.097], [-1.284, 1.578, -1.398], [-2.124, 2.310, -1.666], [-1.186, 0.840, 0.521], [-1.183, -1.792, 0.677], [0.562, -2.146, 0.381], [0.067, -1.234, 1.810], [1.351, 1.738, 0.102], [1.192, 1.008, 1.707], [2.088, 0.146, 0.424], [0.769, -0.740, -1.619], [-1.074, -0.837, -1.444]], "mulliken_charge": [-1.364, 1.583, -1.377, -0.896, 0.126, -0.249, -0.739, 0.389, 0.377, 0.382, 0.332, 0.359, 0.318, 0.345, 0.414], "homo_lumo_gap_ev": [8.88, 8.88]}


Arrangement x

{"formula": "C5H8O2", "method": "ωB97M-V with the def2-TZVPD basis set", "species": ["C", "C", "O", "C", "C", "C", "O", "H", "H", "H", "H", "H", "H", "H", "H"], "coordinates": [[1.165, -0.484, -0.219], [0.679, 0.659, -0.715], [-0.605, 0.770, -1.179], [-1.527, -0.026, -0.485], [-1.448, 0.035, 1.014], [-0.992, -1.196, 0.256], [0.363, -1.542, 0.091], [2.207, -0.700, -0.022], [1.165, 1.618, -0.661], [-2.465, -0.070, -1.025], [-0.696, 0.709, 1.418], [-2.364, -0.020, 1.591], [-1.576, -2.102, 0.359], [2.997, 1.263, -0.566], [3.097, 1.087, 0.145]], "mulliken_charge": [-0.032, -0.216, -0.375, -0.086, -0.654, -0.044, -0.395, 0.337, 0.224, 0.330, 0.254, 0.281, 0.345, 0.014, 0.016], "homo_lumo_gap_ev": 9.18, "smiles": "C1=CO[C@@H]2C[C@@H]2O1.[H][H]"}


Arrangement y

{"formula": "C5H8O2", "method": "ωB97M-V with the def2-TZVPD basis set", "species": ["C", "C", "C", "C", "O", "C", "O", "H", "H", "H", "H", "H", "H", "H", "H"], "coordinates": [[-1.302, 0.157, -0.376], [-0.107, 0.060, 0.465], [0.803, -1.265, 0.564], [1.928, -0.530, -0.140], [3.109, -0.818, -0.201], [1.149, 0.767, -0.354], [1.849, 1.919, 0.066], [-1.229, -0.231, -1.528], [-1.459, 1.248, -0.618], [-2.331, -0.208, -0.125], [-0.298, 0.311, 1.583], [0.342, -2.201, 0.380], [1.027, -1.393, 1.665], [0.639, 0.984, -1.306], [2.258, 1.740, 0.908]], "mulliken_charge": [-1.424, 0.346, -0.481, 0.144, -0.543, -0.099, -0.526, 0.264, 0.347, 0.343, 0.321, 0.338, 0.230, 0.396, 0.343], "homo_lumo_gap_ev": 10.41, "smiles": "C[C@H]1CC(=O)[C@@H]1O"}


Arrangement z

{"formula": "C5H8O2", "method": "ωB97M-V with the def2-TZVPD basis set", "species": ["O", "C", "C", "C", "O", "C", "C", "H", "H", "H", "H", "H", "H", "H", "H"], "coordinates": [[-1.065, -2.143, -1.028], [0.003, -2.088, -0.456], [0.465, -0.935, 0.402], [-0.309, 0.351, 0.178], [-1.694, 0.211, 0.238], [0.196, 1.630, 0.750], [0.290, 1.389, -0.739], [0.705, -2.944, -0.533], [1.538, -0.786, 0.224], [0.371, -1.272, 1.446], [-1.919, -0.508, -0.374], [1.102, 1.636, 1.349], [-0.582, 2.311, 1.084], [-0.378, 1.951, -1.384], [1.277, 1.198, -1.156]], "mulliken_charge": [-0.531, 0.168, -0.840, 0.901, -0.607, -0.651, -0.821, 0.341, 0.376, 0.270, 0.392, 0.232, 0.259, 0.268, 0.242], "homo_lumo_gap_ev": 10.44, "smiles": "O=CCC1(O)CC1"}


Short version: arrangement w is the least stable of them.


Arrangement w

{"formula": "C5H8O2", "method": "ωB97M-V with the def2-TZVPD basis set", "species": ["C", "C", "O", "C", "C", "C", "O", "H", "H", "H", "H", "H", "H", "H", "H"], "coordinates": [[-2.168, -0.582, 0.583], [-0.941, -0.045, -0.087], [-1.018, 0.413, -1.210], [0.363, -0.033, 0.699], [1.578, -0.177, -0.199], [1.586, 0.952, -1.224], [2.341, 0.939, -2.173], [-2.391, 0.005, 1.477], [-2.991, -0.501, -0.126], [-2.031, -1.618, 0.894], [0.406, 0.945, 1.201], [0.344, -0.787, 1.485], [2.501, -0.137, 0.402], [1.587, -1.148, -0.712], [0.834, 1.774, -1.010]], "mulliken_charge": [-1.270, 0.913, -0.559, -0.760, -0.418, 0.066, -0.513, 0.307, 0.334, 0.336, 0.311, 0.358, 0.313, 0.288, 0.293], "homo_lumo_gap_ev": 10.24, "smiles": "CC(=O)CCC=O"}


Arrangement x

{"formula": "C5H8O2", "method": "ωB97M-V with the def2-TZVPD basis set", "species": ["C", "C", "O", "C", "C", "C", "O", "H", "H", "H", "H", "H", "H", "H", "H"], "coordinates": [[0.741, -0.592, -1.672], [0.230, -0.916, -0.286], [1.260, -0.676, 0.711], [0.374, 0.146, 1.452], [-0.084, 1.345, 0.648], [-0.732, 0.011, 0.454], [-2.074, -0.304, 0.546], [1.049, 0.456, -1.736], [1.624, -1.206, -1.875], [-0.008, -0.789, -2.444], [-0.127, -1.951, -0.215], [0.430, 0.127, 2.536], [0.544, 1.791, -0.122], [-0.659, 2.062, 1.233], [-2.567, 0.494, 0.769]], "mulliken_charge": [-1.213, 0.261, -0.427, -0.114, -0.823, 0.468, -0.527, 0.241, 0.320, 0.334, 0.323, 0.384, 0.142, 0.302, 0.328], "homo_lumo_gap_ev": 9.79}


Arrangement y

{"formula": "C5H8O2", "method": "ωB97M-V with the def2-TZVPD basis set", "species": ["O", "C", "C", "C", "C", "O", "C", "H", "H", "H", "H", "H", "H", "H", "H"], "coordinates": [[-1.662, 1.082, 0.623], [-1.405, -0.096, 0.443], [-0.079, -0.595, -0.050], [0.931, -0.395, 1.134], [1.870, 0.256, 0.119], [3.043, 0.502, 0.127], [0.769, 0.345, -0.932], [-2.068, -0.880, 0.849], [-0.097, -1.632, -0.401], [0.555, 0.348, 1.847], [1.294, -1.277, 1.663], [0.320, 1.344, -0.961], [1.026, 0.013, -1.940], [-2.255, 0.780, -1.018], [-2.242, 0.204, -1.504]], "mulliken_charge": [-0.488, -0.518, 0.448, -0.712, 0.379, -0.543, -0.696, 0.395, 0.443, 0.275, 0.341, 0.268, 0.348, -0.099, 0.158], "homo_lumo_gap_ev": 10.47, "smiles": "O=CC1CC(=O)C1.[H][H]"}


Arrangement z

{"formula": "C5H8O2", "method": "ωB97M-V with the def2-TZVPD basis set", "species": ["C", "C", "C", "O", "C", "C", "O", "H", "H", "H", "H", "H", "H", "H", "H"], "coordinates": [[-3.490, -0.840, -0.531], [-2.295, -0.775, -0.641], [-0.903, -0.469, -0.980], [-0.194, 0.068, 0.111], [1.138, 0.425, -0.222], [1.816, 0.795, 1.081], [1.857, -0.298, 1.967], [-4.554, -0.815, -0.466], [-0.381, -1.343, -1.395], [-0.960, 0.287, -1.773], [1.659, -0.433, -0.677], [1.200, 1.265, -0.940], [2.852, 1.081, 0.878], [1.309, 1.664, 1.530], [0.947, -0.612, 2.058]], "mulliken_charge": [0.148, -0.587, -0.415, -0.282, -0.407, -0.510, -0.511, 0.407, 0.314, 0.248, 0.312, 0.332, 0.350, 0.274, 0.328], "homo_lumo_gap_ev": 11.02, "smiles": "C#CCOCCO"}


Short version: arrangement y is the least stable of them.